# 1
# N2O7S

N2O7S in the gas phase (wB97M-V/def2-TZVPD, the Open Molecules 2025 dataset).

Computed properties:
Highest occupied orbital energy (eV): -11.97
E_LUMO (eV): -1.700
SMILES string: O=[N+]([O-])OS(=O)(=O)[N+](=O)[O-]
Multiplicity: 1
E (eV): -28138.156

Last column: Mulliken charge in e.
Geometry (Å):
N -2.220 0.310 0.087  1.121
N 1.900 0.685 0.016  0.856
O -0.774 0.177 -0.403  -0.400
O 2.053 1.162 1.135  -0.453
O -2.551 -0.661 0.647  -0.414
O 2.524 0.685 -0.993  -0.392
O 0.221 -1.527 1.029  -0.492
O 1.028 -1.404 -1.297  -0.481
O -2.778 1.318 -0.135  -0.441
S 0.597 -0.743 -0.088  1.095

---

# 2
# N3O

2 unconnected molecules or ions with the total composition N3O (wB97M-V/def2-TZVPD, the Open Molecules 2025 dataset).

Computed properties:
Highest occupied orbital energy (eV): -18.26
E_LUMO (eV): -10.533
Multiplicity: 1
E (eV): -6506.953
Net charge: +1

Last column: Mulliken charge in e.
Geometry (Å):
N 2.774 0.015 -0.053  -0.090
N -1.708 -0.141 -0.020  0.770
N 1.698 -0.036 0.074  0.094
O -2.764 0.161 -0.002  0.227

---

# 3
# N4O12Rb

A molecular structure, N4O12Rb (wB97M-V/def2-TZVPD, the Open Molecules 2025 dataset).

Computed properties:
Highest occupied orbital energy (eV): 2.65
E_LUMO (eV): 6.731
Multiplicity: 1
E (eV): -31160.594
Net charge: -3

Last column: Mulliken charge in e.
Geometry (Å):
Rb 28.025 -20.067 6.580  0.778
N 30.324 -20.404 7.622  1.053
O 29.906 -20.904 6.548  -0.568
O 31.390 -19.851 7.413  -0.769
O 30.048 -20.759 8.718  -0.618
N 27.813 -22.486 7.665  1.133
O 27.789 -23.632 8.128  -0.809
O 28.371 -22.175 6.698  -0.506
O 27.120 -21.602 8.322  -0.749
N 27.816 -19.744 4.046  0.891
O 28.666 -18.799 4.157  -0.608
O 28.203 -20.892 4.530  -0.617
O 26.756 -19.482 3.514  -0.677
N 27.074 -17.776 7.961  1.086
O 26.700 -18.875 7.464  -0.628
O 28.221 -17.568 8.326  -0.701
O 26.273 -16.966 7.738  -0.691